[1]
Here is a structure of composition C24H42Al2F6LiN2O20S in a non-equilibrium geometry from the Open Molecules 2025 dataset. Energies are from ωB97M-V/def2-TZVPD.

Output
Gap between HOMO and LUMO, Eh: 0.134
Charge: +1
HOMO energy, hartree: -0.437
E, eV: -110023.9510

Atoms and positions in Å:
C 4.00155 -0.61602 0.10865
C 2.69360 0.07162 -0.63455
O 3.09175 0.38697 -2.01952
C 1.38790 -0.95164 -0.58001
O 0.57098 -0.80370 0.63966
C -0.86635 -0.89515 0.33631
C -1.41655 -2.19120 -0.54602
C -2.79555 -1.43398 -1.09755
C -2.76627 0.17756 -0.79885
N -1.64615 0.37713 0.01186
C -1.45174 1.81163 0.45298
C -0.37858 2.67354 -0.43752
O -0.23837 2.64994 -1.76545
H 3.81848 -1.78290 0.27917
H 4.92007 -0.44085 -0.62853
H 4.14053 -0.03966 1.12746
H 2.33699 1.06950 -0.10083
H 2.36559 0.17383 -2.67989
H 1.70755 -2.09914 -0.62549
H 0.70225 -0.63948 -1.48779
H -1.32334 -1.16264 1.40596
H -0.83208 -2.47471 -1.52987
H -1.62988 -3.20111 0.00783
H -3.27775 -1.83201 -2.09729
H -3.58751 -1.82856 -0.29632
H -3.49758 1.04710 -1.11534
H -1.04231 1.77035 1.56566
H -2.50255 2.33852 0.43115
H 0.31272 3.43777 0.16524
F 6.33374 2.62707 4.32813
Al 5.81246 2.56405 2.60537
F 6.72022 1.26443 1.75068
F 6.14875 4.14854 1.81808
F 4.04730 2.21619 2.52464
F 1.01249 0.32288 -3.79168
Li -0.48751 -0.27712 -2.40311
O 0.59050 -4.67390 1.08705
S 0.65422 -4.60186 2.52980
O 1.91388 -4.57267 3.24286
O -0.27647 -5.78236 3.16184
C -0.01217 -7.12899 2.78716
C 1.24326 -7.65828 3.45589
C -0.31643 -3.22055 3.07532
H 0.05027 -7.22141 1.69810
H -0.86841 -7.72871 3.11382
H 2.13343 -7.12648 3.10456
H 1.38182 -8.71928 3.23935
H 1.19137 -7.51803 4.54204
H -1.28523 -3.24418 2.57322
H 0.22264 -2.30899 2.80831
H -0.43526 -3.27611 4.15910
Al 2.21249 1.45964 1.63072
C 2.34868 1.71467 10.11682
O 2.46869 1.57168 8.70280
C 3.71917 1.79051 8.22375
O 4.70001 2.08677 8.88796
O 3.68949 1.62265 6.87756
C 4.94605 1.82298 6.23331
H 1.30821 1.51747 10.38936
H 2.98353 0.98771 10.63364
H 2.59738 2.73549 10.42415
H 5.68481 1.10037 6.59474
H 5.29868 2.84823 6.38528
H 4.80523 1.66334 5.16078
C -6.20421 1.46259 -3.76558
N -5.48103 0.96447 -2.56454
O -4.57219 0.14681 -2.74981
O -5.84614 1.40844 -1.46977
H -5.78035 0.99048 -4.65439
H -7.25658 1.19462 -3.65128
H -6.07204 2.54577 -3.80412
C -6.90127 4.17447 -1.91236
O -7.97373 3.74054 -1.52075
O -6.52097 4.17826 -3.08873
O -6.03037 4.67699 -1.19290
C -2.28885 6.77094 -5.10247
C -3.28408 5.62876 -5.06311
C -2.64772 4.27744 -5.18419
O -3.67008 3.50438 -5.78634
C -4.44821 4.37355 -6.49685
O -5.30374 4.03689 -7.29825
O -4.14021 5.67042 -6.19378
H -1.80976 6.84479 -6.08507
H -2.80201 7.72397 -4.93448
H -1.51598 6.65387 -4.33723
H -3.90584 5.69890 -4.16197
H -2.37388 3.86116 -4.21050
H -1.76811 4.26335 -5.83756
C 3.13362 -4.36750 -3.36822
C 2.60392 -4.27253 -4.75822
O 1.20717 -4.22065 -4.57576
C 1.03017 -3.63445 -3.35851
O -0.02856 -3.16943 -2.97027
O 2.18661 -3.62396 -2.62776
F 2.90006 -5.38669 -5.46433
H 3.15979 -5.39649 -2.99422
H 4.13299 -3.93430 -3.27346
H 2.93695 -3.38438 -5.30575

Atom charges from the Mulliken analysis, given in e for atoms 1 to 4: -0.666, 1.074, -0.550, 1.543

[2]
Here is a structure of composition C24H42BMnN2O30 in a non-equilibrium geometry from the Open Molecules 2025 dataset. Energies are from ωB97M-V/def2-TZVPD.

Output
Gap between HOMO and LUMO (alpha / beta), Eh: 0.302 / 0.302
Charge: +1
Multiplicity: 6
HOMO energy (alpha / beta), hartree: -0.404 / -0.404
E, eV: -121964.1964

Atoms and positions in Å:
Mn -18.34657 12.43956 17.64822
O -13.71415 11.85080 18.47203
C -14.01271 13.09953 18.69880
O -13.24744 14.05611 18.96584
B -13.94853 15.39156 18.99176
O -15.34023 14.99436 18.68365
C -15.41563 13.64560 18.68811
O -16.43187 13.02644 18.44426
O -13.41061 16.34076 17.97214
C -12.86773 17.35240 18.54720
O -12.26432 18.25058 17.99745
C -13.19712 17.19307 20.10318
O -13.92515 16.07439 20.27950
O -12.84012 18.04240 20.96220
C -21.05304 12.67044 12.56180
N -20.99619 13.11467 14.00257
O -20.59588 12.32081 14.84749
O -21.39817 14.23097 14.23673
H -20.59065 13.40101 11.89805
H -22.11820 12.66850 12.33045
H -20.40613 11.79343 12.58336
C -15.46265 12.42901 23.95278
N -15.89772 11.63054 22.77734
O -15.84868 12.12489 21.69655
O -16.33819 10.50116 23.08827
H -16.08803 12.23530 24.82426
H -15.61127 13.45465 23.61502
H -14.42383 12.12158 24.07295
C -17.98430 16.61806 19.53148
O -18.13692 15.77540 20.57272
C -18.56383 14.45326 20.47224
O -18.70895 13.84771 19.41831
O -18.92428 13.98515 21.71549
C -18.93155 14.75200 22.90009
H -17.64275 16.19657 18.58607
H -17.24731 17.35699 19.84599
H -18.86595 17.22222 19.31753
H -18.97245 14.04321 23.72716
H -19.91717 15.21436 22.84661
H -18.11034 15.43919 23.10375
C -18.96637 9.16596 13.90833
O -19.30937 8.76569 15.23217
C -19.03993 9.45663 16.34242
O -18.29672 10.44741 16.48841
O -19.70306 8.89016 17.36874
C -20.72346 7.88434 17.35861
H -18.73068 8.19889 13.46412
H -18.17694 9.91393 13.83452
H -19.90656 9.43506 13.42696
H -20.46137 6.94592 16.86998
H -21.60102 8.22422 16.80864
H -21.04110 7.55101 18.34658
C -21.33191 15.50309 17.39635
O -20.19531 16.10585 16.73406
C -19.13585 15.37820 16.36715
O -18.93470 14.23575 16.72946
O -18.25864 16.09045 15.57525
C -18.16244 17.56529 15.57898
H -21.72520 14.71660 16.75226
H -22.15244 16.20884 17.52574
H -21.06748 15.05111 18.35233
H -17.98192 18.05562 14.62237
H -17.34660 17.80619 16.26051
H -19.10573 18.06380 15.80211
C -19.71775 10.68669 21.36564
O -18.53706 9.88654 21.13863
C -17.76856 10.11343 20.08963
O -17.95665 10.97297 19.21438
O -16.74104 9.24183 20.16222
C -15.99260 8.99495 19.04990
H -20.37087 10.73134 20.49413
H -19.45153 11.70696 21.64183
H -20.39015 10.33788 22.14942
H -16.56905 8.96262 18.12536
H -15.47000 8.03851 19.03515
H -15.27083 9.80830 18.97503
C -16.63598 12.26198 13.05074
O -15.89736 13.27524 13.64270
C -15.97590 13.36334 15.02960
O -16.84333 12.86745 15.69310
O -15.08585 14.14568 15.60336
C -14.14604 14.88061 14.82019
H -17.67612 12.35954 13.36169
H -16.29912 11.30584 13.45126
H -16.51599 12.37247 11.97301
H -13.54829 14.18006 14.23706
H -13.50339 15.38758 15.53997
H -14.66369 15.60193 14.18788
C -22.83960 11.04512 16.72285
O -22.75877 11.71941 17.96359
C -21.57550 12.18946 18.41109
O -20.49132 11.95929 17.84750
O -21.64636 12.77448 19.64088
C -22.91076 13.07628 20.23298
H -21.92544 10.49012 16.51222
H -23.03118 11.68894 15.86442
H -23.77389 10.48569 16.67543
H -22.74050 13.72011 21.09589
H -23.46476 12.27976 20.72971
H -23.58693 13.50218 19.49170

Atom charges from the Mulliken analysis, given in e for atoms 1 to 4: 1.570, -0.736, 0.510, -0.457

[3]
Here is a structure of composition C24H42Cl12Mg3O12 in a non-equilibrium geometry from the Open Molecules 2025 dataset. Energies are from ωB97M-V/def2-TZVPD.

Output
Gap between HOMO and LUMO, Eh: 0.344
HOMO energy, hartree: -0.345
E, eV: -216759.5113

Atoms and positions in Å:
Mg 10.26942 12.68128 16.35987
Mg 12.72650 17.26678 13.22717
Mg 12.93695 13.77357 14.28039
C 6.79944 12.74843 18.01776
C 8.18562 12.70633 17.42291
O 8.81857 13.69638 17.07706
O 8.87114 11.68681 17.33085
H 6.74984 12.67073 19.10385
H 6.26534 11.81130 17.86086
H 6.21329 13.55192 17.57174
C 10.06734 18.11119 10.50371
C 11.15740 17.79895 11.49718
O 11.80167 16.77784 11.49829
O 11.46573 18.60117 12.44821
H 10.29757 19.01561 9.94058
H 9.03405 18.19305 10.84090
H 9.98211 17.30088 9.77967
C 10.59580 10.64552 12.65728
C 11.24014 11.34336 13.84707
O 10.66184 11.35923 14.99543
O 12.27889 12.02145 13.71663
H 10.39110 11.31879 11.82487
H 9.62176 10.20897 12.87808
H 11.16919 9.84161 12.19571
C 13.86995 13.88888 18.51884
C 13.03591 13.39309 17.30051
O 11.93087 12.85636 17.45653
O 13.50445 13.61646 16.15511
H 14.91189 14.11948 18.29684
H 13.92847 13.05313 19.21613
H 13.33500 14.69570 19.01981
C 16.43902 15.43517 12.18460
C 14.98389 15.63208 12.72541
O 14.58071 16.82804 12.98358
O 14.21614 14.66466 13.07629
H 17.15765 15.22833 12.97762
H 16.74720 16.28909 11.58133
H 16.46119 14.54697 11.55317
C 9.69882 16.39171 14.85714
C 10.91703 15.43898 14.73996
O 12.04015 15.85458 14.40700
O 10.84942 14.25243 15.12038
H 10.00381 17.41952 15.05383
H 9.05771 16.05679 15.67256
H 9.14038 16.37400 13.92123
Cl 11.39391 12.33166 7.57883
C 11.69057 14.09526 7.42823
C 11.51802 14.66152 8.85817
Cl 12.33167 13.74041 10.11103
H 10.99788 14.56488 6.72986
H 12.71626 14.17815 7.06880
H 10.45587 14.77887 9.07302
H 11.96193 15.65703 8.86085
Cl 16.79289 10.65391 16.93815
C 18.14387 11.40272 16.06956
C 17.77335 12.79610 15.48842
Cl 16.53171 12.59683 14.26286
H 18.49104 10.70183 15.31040
H 18.96909 11.47160 16.77833
H 18.67307 13.18351 15.01038
H 17.35593 13.49597 16.21232
Cl 13.90998 8.81592 11.70793
C 14.69767 10.38307 12.00788
C 14.49473 11.46161 10.89423
Cl 15.18337 10.98591 9.32251
H 15.74724 10.09104 12.04268
H 14.57022 10.73314 13.03224
H 14.85076 12.43883 11.22040
H 13.41397 11.42553 10.75725
Cl 7.92728 12.54654 13.73465
C 7.16237 12.83291 12.17831
C 7.96936 13.74243 11.30909
Cl 7.82574 15.51404 11.83626
H 6.23291 13.37090 12.36480
H 6.93524 11.84431 11.77936
H 7.77366 13.62252 10.24353
H 9.02679 13.47870 11.28969
Cl 17.93859 15.87903 18.26536
C 17.02216 17.34858 18.74592
C 15.60676 17.37094 18.17803
Cl 15.60780 17.21588 16.45039
H 17.53935 18.20628 18.31586
H 17.10347 17.48489 19.82430
H 15.04032 18.27647 18.39542
H 14.91241 16.62818 18.57082
Cl 12.07813 8.89132 20.45697
C 12.34983 10.25311 19.39031
C 13.55696 9.98823 18.46799
Cl 13.18947 8.68579 17.32611
H 12.52571 11.08238 20.07550
H 11.43416 10.54608 18.87669
H 14.42895 9.64082 19.02211
H 13.87496 10.86137 17.89826

Atom charges from the Mulliken analysis, given in e for atoms 1 to 4: 1.726, 0.601, 2.069, -1.385

[4]
Here is a cluster of 7 separate species, C24H42Cl4O10S2 in total in a non-equilibrium geometry from the Open Molecules 2025 dataset. Energies are from ωB97M-V/def2-TZVPD.

Output
Gap between HOMO and LUMO, Eh: 0.379
SMILES string: O=S1(=O)CCCC1.O=S1(=O)CCCC1.O=C1CCCO1.O=C1CCCO1.O=C1CCCO1.ClCCCl.ClCCCl
HOMO energy, hartree: -0.367
Relative energy (zero: lowest compared OMol25 entry of this formula, charge and spin), kcal/mol: 87.7
E, eV: -117799.6258

Atoms and positions in Å:
C 7.90221 -2.28608 1.31125
C 9.42839 -2.56933 1.49205
C 9.56814 -4.07708 1.20741
S 8.37314 -4.53147 -0.09990
O 7.41190 -5.51999 0.34649
O 9.11434 -4.59542 -1.38309
C 7.59941 -2.86452 -0.13386
H 7.81335 -1.21249 1.47737
H 7.35616 -2.72154 2.14809
H 9.74545 -2.46581 2.52977
H 10.04072 -1.96033 0.82702
H 9.34267 -4.76131 2.02539
H 10.54479 -4.36269 0.81667
H 6.65951 -2.69634 -0.65959
H 8.11340 -2.28506 -0.90077
C -8.45664 2.13671 5.09250
C -7.02323 2.51220 5.11824
C -6.79597 3.87414 5.89742
S -8.28243 4.05808 7.02487
O -8.89808 5.32434 6.74440
O -7.63764 3.78732 8.34708
C -9.19247 2.64815 6.32392
H -8.52854 1.04911 5.10053
H -9.04624 2.51991 4.25965
H -6.53743 2.63333 4.15004
H -6.40396 1.69169 5.48069
H -6.83960 4.70541 5.19375
H -5.85079 3.94784 6.43530
H -10.22003 2.87367 6.03869
H -9.26514 1.98017 7.18218
O -8.02326 5.18140 -4.40252
C -7.83729 4.30242 -5.24650
O -8.15755 4.46264 -6.51327
C -7.84827 3.40234 -7.41371
C -6.95256 2.65660 -6.51920
C -7.37292 2.91299 -5.06034
H -7.49044 3.92402 -8.30135
H -8.72452 2.93104 -7.85887
H -5.93607 3.01016 -6.69194
H -6.98008 1.58171 -6.69794
H -6.60933 2.96954 -4.28456
H -8.20172 2.26386 -4.77780
O 4.52739 0.86062 7.81492
C 5.28362 1.77372 7.43485
O 6.55559 1.84324 7.85781
C 7.35973 2.81640 7.11927
C 6.10820 3.64803 6.44528
C 4.90106 2.75466 6.36427
H 7.91948 2.21161 6.40582
H 7.99846 3.36590 7.81077
H 6.26260 4.07664 5.45505
H 5.75444 4.50037 7.02533
H 4.70983 2.13151 5.49065
H 4.03076 3.24451 6.80100
O 0.74048 0.08319 -5.84896
C 0.66315 0.59568 -6.91961
O 1.51108 1.50364 -7.39607
C 1.08910 2.13355 -8.55218
C 0.02658 1.25942 -9.15114
C -0.48976 0.35700 -7.96259
H 1.90241 2.35917 -9.24190
H 0.51083 2.93837 -8.09834
H 0.55904 0.70342 -9.92279
H -0.75635 1.74147 -9.73660
H -0.65346 -0.71677 -8.05383
H -1.36872 0.84046 -7.53622
Cl 2.14657 -7.54758 -3.94092
C 2.23767 -9.19305 -3.30035
C 1.85048 -9.28743 -1.73732
Cl 0.45569 -8.14906 -1.33804
H 3.32574 -9.25737 -3.29157
H 1.64735 -9.73322 -4.04051
H 2.66656 -8.94801 -1.09943
H 1.50058 -10.24125 -1.34249
Cl -3.07535 -0.79012 0.26750
C -2.00404 -1.73949 1.42857
C -0.61311 -1.32127 1.44286
Cl -0.38763 0.43593 1.67816
H -2.10455 -2.70840 0.93948
H -2.54635 -1.69602 2.37308
H -0.03053 -1.36345 0.52258
H -0.11579 -1.91711 2.20820

Atom charges from the Mulliken analysis, given in e for atoms 1 to 4: -0.636, -0.588, -0.673, 1.062

[5]
Here is a structure of composition C24H42Cl5N4O4PRh in a non-equilibrium geometry from the Open Molecules 2025 dataset. Energies are from ωB97M-V/def2-TZVPD.

Output
Gap between HOMO and LUMO (alpha / beta), Eh: 0.270 / 0.270
Charge: +1
HOMO energy (alpha / beta), hartree: -0.419 / -0.419
Relative energy (zero: lowest compared OMol25 entry of this formula, charge and spin), kcal/mol: 0.0
E, eV: -114626.6947

Atoms and positions in Å:
Rh -0.03321 0.19885 0.67217
C 1.96937 -0.23880 -2.48441
C 2.55646 0.63953 -1.38305
N 1.52376 1.34255 -0.55647
C 0.93842 2.50612 -1.21580
C -0.17169 3.00040 -0.34927
N -1.16152 1.92317 -0.12589
C -2.09603 1.74584 -1.27071
C -1.75560 0.52528 -2.08059
C -2.27531 -0.71858 -1.42407
N -1.68092 -0.95136 -0.07874
C -1.34736 -2.38780 0.12650
C -0.24324 -2.77874 -0.83141
N 0.74629 -1.70362 -0.86047
C 1.63285 -1.65184 -2.04512
H 2.70877 -0.32066 -3.28402
H 1.09841 0.24101 -2.93848
H 3.21201 1.39825 -1.81982
H 3.15218 0.04238 -0.69471
H 2.00024 1.64589 0.29043
H 0.57008 2.21323 -2.19822
H 1.68254 3.29046 -1.37034
H -0.65002 3.86452 -0.81098
H 0.21148 3.30957 0.62548
H -1.69300 2.14807 0.70742
H -2.06933 2.63694 -1.89923
H -3.10268 1.67418 -0.86443
H -0.67388 0.43154 -2.16493
H -2.16083 0.61650 -3.08982
H -2.06602 -1.57931 -2.05087
H -3.35975 -0.66376 -1.29923
H -2.35627 -0.67683 0.61404
H -2.21844 -3.02490 -0.04794
H -1.03959 -2.49753 1.16078
H -0.62142 -2.92126 -1.84240
H 0.18368 -3.73359 -0.51019
H 1.36432 -1.82648 -0.06921
H 1.15581 -2.18057 -2.87018
H 2.56229 -2.18627 -1.82714
C -1.35591 -3.11214 3.87474
C 0.10265 -2.76707 4.07827
C 0.26438 -1.82065 5.25185
C 0.92706 -4.02949 4.25913
O 0.49565 -2.06412 2.83572
P 2.00701 -1.72321 2.42756
O 2.88955 -1.38163 3.54387
O 1.81563 -0.66756 1.28450
O 2.39469 -3.06967 1.67972
C 3.77305 -3.55140 1.47397
C 4.29762 -4.13261 2.77397
C 3.63634 -4.62844 0.41835
C 4.66101 -2.42207 0.97580
H -1.75514 -3.58908 4.77265
H -1.48278 -3.80497 3.03650
H -1.93833 -2.20298 3.68407
H 0.07460 -2.35948 6.18265
H -0.45482 -1.00271 5.18081
H 1.27445 -1.40932 5.28682
H 0.50290 -4.61315 5.07885
H 1.96487 -3.79441 4.50752
H 0.91498 -4.63545 3.35060
H 3.66416 -4.95743 3.10730
H 4.32547 -3.36692 3.55081
H 5.30974 -4.51480 2.62295
H 2.87199 -5.35269 0.71182
H 4.58473 -5.15748 0.29536
H 3.35662 -4.19696 -0.54865
H 4.74515 -1.61973 1.71476
H 4.26680 -2.00702 0.04103
H 5.66099 -2.81401 0.77799
Cl -3.89507 0.46703 1.34409
C -2.64782 0.67835 2.57188
C -1.27571 0.73876 2.28790
C -0.49837 1.19669 3.36198
Cl 1.14362 1.57758 3.03329
C -0.96042 1.42246 4.64697
Cl 0.10336 1.94689 5.87499
C -2.30637 1.21507 4.91368
Cl -2.90564 1.43179 6.49697
C -3.15401 0.88370 3.86668
Cl -4.83176 0.75238 4.17353

Atom charges from the Mulliken analysis, given in e for atoms 1 to 4: 0.141, -0.792, -0.739, -0.102